A cluster of 12 separate species, C53H92ClNO14 in total. Source: OMol25; level of theory: the ωB97M-V functional and the def2-TZVPD basis.

Computed properties:
- LUMO: -0.0260 hartree
- Energy: -99123.5089 eV
- SMILES: CCCCCCCCN1C(=O)c2cc(CC)c(CC(=O)Cl)cc2C1=O.CC(C)=O.CC(C)=O.CC(C)=O.CC(C)=O.CC(C)=O.CC(C)=O.CC(C)=O.CC(C)=O.CC(C)=O.CC(C)=O.CC(C)=O
- Net charge: 0
- HOMO: -8.820 eV

Each line ends with the Löwdin charge.
CARTESIAN COORDINATES (ANGSTROEM)
C: -5.55 -5.49 -0.73  -0.147
C: -4.52 -6.25 0.25  -0.259
C: -3.36 -5.19 0.66  -0.213
C: -2.26 -5.00 -0.52  -0.211
C: -0.91 -5.77 -0.10  -0.210
C: 0.41 -5.30 -0.88  -0.198
C: 0.20 -4.92 -2.42  -0.152
C: 1.25 -5.68 -3.42  -0.140
N: 2.11 -4.74 -4.20  -0.026
C: 1.43 -3.88 -5.20  -0.292
O: 0.76 -4.26 -6.19  0.073
C: 1.83 -2.43 -4.68  -0.026
C: 1.36 -1.02 -5.11  0.071
C: 1.96 0.21 -4.32  -0.089
C: 1.39 1.65 -4.78  -0.195
C: 2.22 2.09 -6.11  -0.106
C: 2.98 0.06 -3.15  -0.095
C: 3.59 1.28 -2.30  -0.121
C: 4.23 2.45 -3.18  -0.655
O: 4.86 2.30 -4.24  -0.008
Cl: 4.03 4.18 -2.51  0.589
C: 3.49 -1.37 -2.77  0.061
C: 2.88 -2.57 -3.55  -0.029
C: 3.16 -4.14 -3.36  -0.304
O: 4.03 -4.70 -2.65  0.068
H: -6.29 -4.84 -0.14  0.074
H: -4.94 -4.83 -1.43  0.064
H: -6.14 -6.24 -1.36  0.067
H: -4.09 -7.20 -0.24  0.106
H: -5.10 -6.60 1.18  0.100
H: -2.88 -5.60 1.62  0.068
H: -3.88 -4.21 0.91  0.110
H: -2.69 -5.57 -1.42  0.100
H: -2.12 -3.90 -0.80  0.114
H: -0.73 -5.52 1.02  0.108
H: -1.09 -6.92 -0.12  0.124
H: 1.15 -6.19 -0.83  0.105
H: 0.91 -4.45 -0.29  0.113
H: 0.41 -3.79 -2.51  0.115
H: -0.84 -5.15 -2.84  0.105
H: 1.94 -6.36 -2.81  0.119
H: 0.65 -6.40 -4.11  0.132
H: 0.58 -0.89 -5.95  0.120
H: 0.28 1.57 -5.10  0.116
H: 1.46 2.43 -3.94  0.080
H: 1.72 1.66 -7.06  0.060
H: 3.23 1.54 -6.04  0.075
H: 2.33 3.22 -6.18  0.080
H: 4.43 0.84 -1.63  0.133
H: 2.77 1.63 -1.58  0.122
H: 4.25 -1.59 -1.95  0.111
C: 3.28 1.76 -11.09  -0.024
C: 2.09 1.48 -10.21  -0.496
O: 1.77 2.25 -9.32  0.044
C: 1.30 0.23 -10.48  -0.023
H: 3.75 2.69 -10.78  0.084
H: 4.01 0.95 -10.99  0.086
H: 2.96 1.85 -12.13  0.086
H: 1.94 -0.65 -10.35  0.087
H: 0.89 0.26 -11.49  0.086
H: 0.47 0.16 -9.77  0.082
C: -2.09 -3.99 5.44  -0.036
C: -2.57 -5.24 4.75  -0.476
O: -2.14 -5.56 3.65  0.032
C: -3.60 -6.07 5.46  -0.039
H: -1.35 -3.49 4.81  0.064
H: -2.93 -3.31 5.60  0.089
H: -1.62 -4.25 6.39  0.090
H: -4.50 -5.49 5.63  0.083
H: -3.20 -6.42 6.41  0.074
H: -3.85 -6.94 4.84  0.086
C: 1.64 -1.16 5.30  -0.016
C: 0.43 -1.17 6.19  -0.478
O: -0.64 -1.60 5.80  0.038
C: 0.59 -0.64 7.59  -0.033
H: 1.38 -1.57 4.33  0.083
H: 1.99 -0.13 5.17  0.086
H: 2.43 -1.77 5.74  0.088
H: 0.89 0.41 7.55  0.075
H: 1.33 -1.22 8.13  0.079
H: -0.37 -0.71 8.12  0.083
C: 3.24 9.51 -4.17  -0.022
C: 2.49 8.30 -4.68  -0.489
O: 1.59 8.40 -5.49  0.053
C: 2.91 6.96 -4.13  -0.058
H: 2.83 10.41 -4.65  0.084
H: 3.11 9.60 -3.09  0.086
H: 4.29 9.43 -4.43  0.087
H: 2.76 6.94 -3.05  0.066
H: 3.95 6.76 -4.38  0.081
H: 2.28 6.18 -4.58  0.078
C: -1.79 4.50 -2.65  -0.016
C: -0.50 4.18 -1.93  -0.487
O: 0.05 3.11 -2.06  0.037
C: 0.08 5.24 -1.04  -0.020
H: -2.08 3.65 -3.26  0.083
H: -2.58 4.71 -1.93  0.088
H: -1.64 5.36 -3.31  0.086
H: -0.62 5.48 -0.24  0.059
H: 0.31 6.13 -1.62  0.081
H: 1.00 4.86 -0.59  0.080
C: 9.09 -1.16 -4.22  -0.027
C: 8.70 0.18 -3.66  -0.499
O: 9.48 0.85 -3.00  0.060
C: 7.30 0.67 -3.95  -0.034
H: 10.13 -1.38 -3.93  0.082
H: 8.44 -1.94 -3.81  0.085
H: 9.03 -1.14 -5.31  0.085
H: 6.57 -0.03 -3.53  0.079
H: 7.16 0.77 -5.02  0.093
H: 7.16 1.65 -3.48  0.073
C: 5.00 0.06 10.00  -0.022
C: 3.81 0.80 9.45  -0.490
O: 3.27 0.44 8.42  0.043
C: 3.31 1.99 10.22  -0.021
H: 5.25 -0.77 9.34  0.085
H: 5.86 0.73 10.05  0.087
H: 4.77 -0.33 10.99  0.087
H: 4.10 2.75 10.28  0.087
H: 3.01 1.68 11.23  0.087
H: 2.45 2.42 9.71  0.082
C: -7.27 -7.63 7.18  -0.017
C: -6.16 -7.09 8.04  -0.478
O: -5.02 -7.03 7.63  0.035
C: -6.52 -6.64 9.43  -0.024
H: -6.87 -7.92 6.20  0.082
H: -7.72 -8.51 7.65  0.085
H: -8.03 -6.86 7.02  0.084
H: -6.93 -7.47 10.00  0.087
H: -7.25 -5.82 9.37  0.043
H: -5.62 -6.28 9.93  0.087
C: 0.22 9.07 -8.27  -0.031
C: -1.22 9.09 -8.71  -0.503
O: -1.60 9.82 -9.60  0.053
C: -2.17 8.15 -8.01  -0.027
H: 0.79 9.79 -8.86  0.084
H: 0.29 9.35 -7.22  0.062
H: 0.64 8.08 -8.42  0.088
H: -2.21 8.40 -6.95  0.084
H: -1.85 7.12 -8.15  0.084
H: -3.17 8.27 -8.43  0.080
C: 0.56 5.12 3.52  -0.021
C: -0.63 5.87 2.98  -0.492
O: -1.19 5.50 1.96  0.048
C: -1.11 7.07 3.74  -0.024
H: 0.79 4.28 2.87  0.084
H: 1.43 5.79 3.56  0.087
H: 0.34 4.74 4.52  0.086
H: -0.32 7.82 3.79  0.086
H: -1.41 6.77 4.75  0.086
H: -1.97 7.50 3.24  0.084
C: -9.81 -2.64 8.46  -0.021
C: -8.35 -2.86 8.75  -0.480
O: -7.93 -3.95 9.10  0.046
C: -7.42 -1.69 8.57  -0.019
H: -10.36 -3.57 8.63  0.084
H: -10.21 -1.88 9.14  0.087
H: -9.95 -2.34 7.42  0.088
H: -7.71 -0.88 9.25  0.087
H: -7.45 -1.34 7.54  0.088
H: -6.40 -1.99 8.81  0.086